143
Properties=species:S:1:pos:R:3:forces:R:3:lowdin_charge:R:1 method="wB97M-V/def2-TZVPD" homo_energy_ev=-9.728 lumo_ha=-0.0663 total_energy_ha=-126451.31043 gap_ev=7.92
C -1.206903 -3.199925 -2.778120 0.3 -0.6 -0.3 -0.130
C -0.899331 -3.033947 -4.317010 0.6 0.5 -0.2 -0.240
C -1.604630 -1.803721 -5.002932 -0.4 0.0 0.1 -0.203
C -1.453392 -0.430042 -4.238915 -0.4 -0.8 0.6 -0.204
C 0.001915 -0.089604 -3.747565 0.4 1.4 -0.5 -0.177
C 0.731213 1.010323 -4.659994 -1.5 -0.4 -0.1 -0.160
C 0.608446 2.449214 -4.032308 1.0 0.4 -0.8 -0.138
C 1.375429 2.662477 -2.694457 0.4 0.2 1.4 -0.053
C 0.639699 2.978798 -1.440985 1.5 -0.3 0.4 -0.116
C -0.919297 3.071814 -1.346278 0.3 -0.2 0.9 -0.122
C -1.529022 2.223591 -0.142335 -0.6 0.3 0.1 -0.132
C -2.124224 0.833650 -0.560888 -0.6 0.3 -1.0 -0.179
O -2.213098 -0.112305 0.526830 1.4 0.1 -0.6 -0.037
C -0.977714 -0.624876 0.907723 0.4 -0.2 1.0 -0.448
C 0.044420 -1.314508 -0.039548 0.3 0.2 -0.7 0.029
O -0.695864 -0.565600 2.081468 -0.3 -0.1 -0.6 0.083
C 1.358355 3.227253 -0.179863 1.5 -1.0 -1.7 -0.163
C 2.815307 3.148575 -0.117468 -1.2 -0.3 -2.2 -0.028
C 3.515065 2.820184 -1.339362 -0.6 -0.2 -0.3 -0.057
C 2.844193 2.560994 -2.630306 -0.7 0.4 2.1 0.006
C 3.744115 2.198952 -3.834118 -0.1 -0.1 0.7 -0.283
O 3.438149 2.439541 -4.973097 0.4 -0.3 0.4 0.123
C 5.089452 1.475564 -3.466577 -0.9 -0.1 0.9 -0.174
S 5.940134 0.296916 -4.562227 5.3 1.7 -0.5 0.789
O 6.482063 0.979381 -5.734809 -2.4 -0.6 0.6 -0.275
O 7.089821 -0.270825 -3.835369 -2.5 -0.1 0.3 -0.313
C 4.878090 -1.155974 -5.028341 -0.1 -1.4 -1.2 -0.407
F 5.727558 -2.051547 -5.647356 -0.7 1.4 1.0 0.106
F 3.934163 -0.826107 -5.957478 0.7 -0.1 1.4 0.119
C 4.235509 -1.934220 -3.811963 -1.3 -1.5 -0.4 -0.469
F 3.066132 -1.325711 -3.421922 1.8 -0.3 0.0 0.128
F 3.859379 -3.169035 -4.292375 0.5 1.5 0.5 0.136
F 5.071938 -2.152532 -2.781136 -1.1 0.8 -1.1 0.176
C 5.713028 1.727222 -2.291732 -0.6 0.2 -0.1 -0.013
C 5.064709 2.750467 -1.310748 -0.9 -0.1 -0.7 -0.293
O 5.735977 3.463027 -0.605481 -0.1 -0.6 -0.2 0.114
H -1.933617 -4.041768 -2.612142 0.7 0.8 0.0 0.050
H -1.618402 -2.285594 -2.290316 0.3 -0.7 -0.5 0.010
H -0.237598 -3.452703 -2.260185 -1.1 0.1 -0.4 0.074
H 0.218486 -2.922016 -4.422045 -1.1 -0.1 0.0 0.089
H -1.160486 -3.963219 -4.895777 0.2 0.9 0.7 0.108
H -1.257802 -1.653056 -6.062645 -0.2 -0.4 0.9 0.111
H -2.705740 -2.057492 -5.048940 1.0 0.4 -0.1 0.110
H -2.117244 -0.499975 -3.326504 0.6 0.1 -0.9 0.074
H -1.917276 0.377324 -4.875580 0.7 -0.6 0.6 0.117
H 0.700223 -0.959996 -3.709199 -1.0 0.5 0.3 0.087
H -0.090361 0.401361 -2.734473 0.4 -0.8 -0.8 0.074
H 0.124712 1.034714 -5.613484 0.9 0.1 0.7 0.117
H 1.766190 0.712860 -4.947717 -0.8 0.4 0.5 0.084
H 1.073894 3.161487 -4.775384 -0.5 -0.7 0.8 0.124
H -0.473482 2.742161 -3.988865 1.1 -0.4 0.3 0.109
H -1.166356 4.145225 -1.102496 0.2 -1.0 -0.6 0.121
H -1.450463 2.756511 -2.275598 0.6 0.5 0.7 0.102
H -2.389758 2.840658 0.247257 0.9 -0.7 -0.2 0.124
H -0.830228 2.094581 0.721014 -0.4 0.1 -0.8 0.105
H -1.601552 0.337688 -1.418012 -0.2 0.7 0.7 0.079
H -3.180309 1.019824 -0.909734 1.0 -0.4 0.4 0.139
H 0.009139 -0.976992 -1.103660 -0.1 -0.3 0.9 0.047
H 1.082211 -1.091906 0.335120 -1.2 -0.1 -0.1 0.103
H -0.053231 -2.435075 -0.057006 -0.3 1.1 0.3 0.098
H 0.828816 3.471091 0.769156 0.3 -0.4 -1.1 0.055
H 3.401214 3.347950 0.808133 -0.7 -0.2 -0.9 0.127
H 6.679876 1.272240 -1.981896 -0.8 0.3 -0.4 0.036
C -0.007824 0.209556 4.992323 -0.1 0.1 -0.1 -1.577
Br -1.275543 0.794918 6.327338 0.1 -0.2 -0.1 0.545
Br 1.314636 1.572959 4.621591 0.0 -0.4 0.1 0.540
Br 0.808498 -1.481119 5.463790 -0.1 0.2 0.0 0.608
H -0.563654 0.048028 4.073154 0.2 0.0 0.1 -0.068
C 4.656686 -1.130758 4.979855 -0.1 0.1 0.1 -1.624
Br 5.626849 -2.379232 6.094042 -0.1 0.2 -0.2 0.564
Br 5.393616 0.651461 5.092125 0.0 -0.2 -0.2 0.516
Br 4.534157 -1.743819 3.149320 0.0 0.1 0.2 0.550
H 3.643457 -1.079982 5.366215 0.1 0.0 -0.1 -0.102
C -5.168129 -4.225723 -1.604561 -0.1 0.0 -0.1 -1.583
Br -4.204663 -5.404455 -0.409749 0.0 0.2 -0.2 0.550
Br -4.451900 -2.430799 -1.566728 -0.2 -0.2 0.1 0.614
Br -5.244535 -4.929954 -3.404064 0.1 0.1 0.2 0.558
H -6.188881 -4.169429 -1.241188 0.2 0.0 0.0 -0.023
C -1.477658 5.011150 5.467688 0.0 0.0 0.1 -1.581
Br -0.397101 4.688680 3.892657 -0.2 0.2 0.0 0.533
Br -3.250103 4.254496 5.298273 0.3 0.0 0.0 0.558
Br -0.579440 4.402957 7.064100 -0.1 0.1 -0.2 0.522
H -1.599440 6.085322 5.558213 0.0 -0.2 0.0 -0.026
C 2.260943 6.321508 9.391661 0.0 0.0 0.0 -1.597
Br 0.718647 7.399266 8.941975 0.2 -0.1 0.1 0.549
Br 1.755940 4.561711 10.021955 0.1 0.2 -0.2 0.546
Br 3.514482 6.235272 7.922396 -0.4 0.2 0.1 0.536
H 2.766360 6.815402 10.214615 -0.1 -0.1 -0.1 -0.027
C 8.492062 5.022983 -2.567758 0.0 -0.1 0.2 -1.591
Br 10.405812 5.283469 -2.486715 -0.2 0.0 -0.1 0.548
Br 7.566778 6.626480 -3.125235 0.1 -0.2 0.0 0.581
Br 8.033022 3.503894 -3.673323 0.2 0.3 0.0 0.667
H 8.156791 4.796325 -1.559909 0.0 0.0 -0.1 -0.031
C 1.839753 7.526157 1.538288 -0.1 0.1 0.1 -1.600
Br 3.752450 7.796571 1.613831 -0.3 -0.1 -0.1 0.579
Br 0.907263 9.125054 0.974045 0.1 -0.2 0.1 0.568
Br 1.377335 5.996382 0.443353 0.2 0.9 0.3 0.709
H 1.508898 7.305060 2.548298 0.0 0.0 -0.2 -0.045
C 10.047654 0.009458 -1.938914 0.0 0.0 -0.2 -1.588
Br 8.857292 0.663300 -0.558460 0.2 -0.1 -0.1 0.599
Br 11.407967 1.310825 -2.375210 -0.2 -0.2 0.1 0.547
Br 10.816003 -1.701935 -1.468880 -0.1 0.2 0.0 0.574
H 9.449357 -0.143251 -2.832469 0.0 0.0 0.2 -0.047
C -5.938711 1.790378 8.044528 0.0 0.0 0.0 -1.613
Br -6.381135 3.672792 8.015779 0.1 -0.2 -0.1 0.530
Br -6.133227 0.980717 6.298946 0.1 0.1 0.2 0.565
Br -4.182062 1.477165 8.789320 -0.2 0.1 -0.1 0.552
H -6.653322 1.305743 8.701225 0.1 0.1 -0.1 -0.029
C -6.084755 -8.715789 -4.986846 0.0 -0.1 0.1 -1.593
Br -4.249622 -8.599524 -5.585416 -0.3 0.1 0.1 0.577
Br -6.215492 -8.716702 -3.058818 0.1 0.0 -0.3 0.514
Br -7.185610 -7.335319 -5.781021 0.4 0.0 -0.1 0.514
H -6.472305 -9.668920 -5.331572 0.0 0.2 0.0 -0.022
C -7.404072 -9.473051 1.020256 0.1 0.0 0.1 -1.602
Br -6.096746 -8.115916 0.576284 -0.3 -0.2 0.0 0.523
Br -8.218066 -9.149269 2.743905 0.1 0.0 -0.3 0.579
Br -8.731732 -9.677576 -0.373807 0.2 0.0 0.2 0.570
H -6.872161 -10.415951 1.091950 -0.1 0.1 0.0 -0.025
C 5.710473 2.005519 9.071883 0.0 -0.1 0.0 -1.594
Br 3.980782 1.336047 8.513587 0.2 0.1 0.1 0.538
Br 7.164740 0.945494 8.357929 -0.2 0.2 0.2 0.546
Br 5.911824 3.880311 8.648131 0.1 -0.4 0.1 0.537
H 5.751710 1.913898 10.151890 0.0 0.0 -0.2 -0.028
C -11.336562 -8.788913 -3.101080 0.0 0.1 0.1 -1.607
Br -9.917070 -8.146111 -4.249844 -0.4 -0.2 0.2 0.544
Br -12.887996 -7.635735 -3.159952 0.2 -0.2 -0.1 0.581
Br -11.793603 -10.629259 -3.486603 0.1 0.2 0.0 0.581
H -10.959271 -8.761399 -2.083772 -0.1 0.0 -0.1 -0.082
C 11.850868 2.650880 2.214853 0.1 0.0 0.0 -1.613
Br 10.285990 2.502703 3.342524 0.2 0.0 -0.2 0.559
Br 12.366755 0.939885 1.479054 -0.1 0.2 0.1 0.550
Br 11.618349 3.977723 0.826554 -0.1 -0.2 0.2 0.532
H 12.666006 2.989637 2.845274 -0.1 -0.1 -0.1 -0.031
C -9.724286 6.509247 8.580574 0.0 0.0 0.1 -1.627
Br -8.296989 7.156329 7.444040 -0.2 -0.1 0.1 0.550
Br -11.268324 7.672088 8.524189 0.2 -0.2 0.0 0.565
Br -10.191894 4.675426 8.178229 0.0 0.3 0.0 0.546
H -9.351108 6.525806 9.599029 0.0 0.0 -0.2 -0.028
C -12.179412 -9.146733 -7.273393 0.0 0.0 0.1 -1.639
Br -10.761944 -8.503000 -8.420730 -0.2 -0.1 0.2 0.554
Br -13.730416 -7.993687 -7.332310 0.2 -0.2 0.0 0.557
Br -12.636067 -10.985919 -7.658730 0.1 0.3 0.0 0.556
H -11.801407 -9.119629 -6.255828 0.0 0.0 -0.1 -0.111